This record from OMol25 describes 2 unconnected molecules or ions with the total composition C5H14. The level of theory is the ωB97M-V functional and the def2-TZVPD basis.

Output
ΔE to the lowest compared entry with this formula, charge and spin (kJ/mol): 133.36
SMILES: CCC.CC
Energy (eV): -5410.6675
Molar mass (g mol⁻¹): 74.17
Orbital gap (eV): 11.69
E_HOMO (eV): -10.63

```
19
C5H14 the ωB97M-V functional and the def2-TZVPD basis
C -0.65 1.62 -1.14
C -1.88 1.84 -1.91
H -0.57 0.68 -0.49
H 0.10 1.34 -1.90
H -0.36 2.54 -0.73
H -2.63 2.38 -1.29
H -2.30 0.89 -2.20
H -1.77 2.33 -2.89
C 0.75 -0.67 1.26
C 2.09 -1.10 0.61
C -0.14 -1.82 1.75
H 0.83 0.11 1.89
H 0.27 -0.15 0.40
H 1.89 -1.58 -0.36
H -0.04 -2.60 0.97
H 2.72 -1.91 1.16
H 2.58 -0.20 0.42
H 0.30 -2.11 2.62
H -1.19 -1.59 1.83
```


This record from OMol25 describes a molecular structure, C51H43HfI2N7O3S3. The level of theory is the ωB97M-V functional and the def2-TZVPD basis.

Output
ΔE to the lowest compared entry with this formula, charge and spin (kJ/mol): 186.37
Energy (eV): -120175.0909
Molar mass (g mol⁻¹): 1330.45
Orbital gap (eV): 7.51
E_HOMO (eV): -7.56

```
110
C51H43HfI2N7O3S3 the ωB97M-V functional and the def2-TZVPD basis
Hf 0.32 0.13 0.06
I -6.98 1.85 -0.59
C -4.88 1.95 -0.39
C -4.32 2.29 0.83
C -2.95 2.28 0.94
I -1.97 3.06 2.63
C -2.10 1.88 -0.11
O -0.82 1.76 0.09
C -2.70 1.73 -1.38
C -1.80 1.79 -2.59
N -0.69 0.83 -2.60
C -1.09 -0.42 -3.23
C -2.04 -1.10 -2.30
C -3.27 -1.58 -2.72
C -4.12 -2.17 -1.79
C -3.67 -2.30 -0.49
C -2.41 -1.81 -0.17
N -1.61 -1.19 -1.04
C -4.07 1.74 -1.50
H -4.94 2.58 1.66
H -2.42 1.68 -3.49
H -1.36 2.80 -2.61
H 0.07 1.23 -3.14
H -1.56 -0.26 -4.22
H -0.19 -1.04 -3.37
H -3.58 -1.47 -3.75
H -5.11 -2.51 -2.08
H -4.25 -2.76 0.29
H -2.06 -1.94 0.84
H -4.52 1.61 -2.47
S 3.03 2.30 3.35
C 3.18 0.61 3.52
C 2.53 -0.07 2.53
C 1.86 0.75 1.58
C 2.08 2.07 1.89
C 1.70 3.22 1.11
C 1.75 4.52 1.62
C 1.38 5.58 0.83
C 0.94 5.32 -0.46
C 0.95 4.00 -0.90
N 1.33 2.97 -0.16
H 3.73 0.20 4.35
H 2.59 -1.15 2.47
H 2.09 4.68 2.63
H 1.43 6.59 1.20
H 0.61 6.12 -1.11
H 0.66 3.78 -1.92
C 2.72 -6.71 1.43
C 3.86 -5.79 1.12
C 5.17 -6.25 1.13
C 6.24 -5.41 0.88
C 6.01 -4.06 0.66
C 4.71 -3.57 0.66
C 3.64 -4.43 0.86
N 2.31 -3.97 0.88
C 1.79 -2.87 0.23
N 2.44 -2.58 -0.92
C 2.62 -1.43 -1.72
C 1.91 -0.25 -1.48
C 2.33 0.85 -2.26
C 3.31 0.76 -3.24
C 3.91 -0.46 -3.49
C 3.59 -1.57 -2.73
C 4.28 -2.88 -3.01
N 0.69 -2.31 0.66
C 0.08 -3.06 1.73
C 0.31 -2.73 3.06
C -0.14 -3.55 4.09
C -0.78 -4.74 3.80
C -1.04 -5.06 2.48
C -0.63 -4.23 1.44
C -0.93 -4.64 0.02
H 3.05 -7.74 1.44
H 1.92 -6.60 0.70
H 2.30 -6.48 2.41
H 5.35 -7.30 1.34
H 7.24 -5.79 0.87
H 6.83 -3.38 0.50
H 4.54 -2.51 0.55
H 1.73 -4.33 1.62
H 3.16 -3.27 -1.10
H 1.89 1.82 -2.07
H 3.60 1.63 -3.81
H 4.65 -0.54 -4.27
H 4.90 -2.79 -3.89
H 3.56 -3.68 -3.18
H 4.93 -3.17 -2.18
H 0.84 -1.82 3.31
H 0.05 -3.26 5.11
H -1.08 -5.40 4.59
H -1.56 -5.97 2.24
H -1.95 -4.99 -0.06
H -0.27 -5.46 -0.29
H -0.78 -3.82 -0.67
O -3.63 -4.39 3.43
S -3.92 -2.99 3.61
O -5.30 -2.61 3.49
N -2.99 -2.10 2.57
C -2.24 -1.25 3.21
S -1.18 -0.16 2.48
C -2.33 -1.31 4.68
C -1.66 -0.52 5.61
C -1.86 -0.79 6.95
C -2.70 -1.81 7.37
C -3.38 -2.59 6.44
C -3.19 -2.31 5.11
H -1.02 0.28 5.27
H -1.36 -0.18 7.69
H -2.86 -1.99 8.42
H -4.05 -3.39 6.74
```


This record from OMol25 describes 13 unconnected molecules or ions with the total composition C35H78N7O23. The level of theory is the ωB97M-V functional and the def2-TZVPD basis.

Output
Net charge: -1
ΔE to the lowest compared entry with this formula, charge and spin (kJ/mol): 0.00
Energy (eV): -95085.4211
Molar mass (g mol⁻¹): 965.03
Orbital gap (eV): 8.12
E_HOMO (eV): -6.24

```
143
C35H78N7O23 the ωB97M-V functional and the def2-TZVPD basis
C 0.87 0.85 1.54
C -0.32 0.75 0.54
C -0.36 -0.69 0.07
O -1.44 1.34 1.14
H 0.65 0.41 2.51
H 1.21 1.87 1.76
H 1.80 0.38 1.20
H 0.04 1.30 -0.32
H -1.07 -0.63 -0.75
H -0.79 -1.40 0.77
H 0.52 -1.11 -0.42
C -0.62 -6.13 3.26
O -0.47 -4.78 3.51
C -1.47 -3.95 3.43
O -2.59 -4.24 2.95
O -1.12 -2.76 3.88
C -1.99 -1.66 3.80
H -1.65 -6.48 3.40
H -0.01 -6.82 3.85
H -0.42 -6.35 2.21
H -3.00 -1.87 4.17
H -1.94 -1.30 2.78
H -1.69 -0.85 4.47
C 6.10 -0.82 2.79
O 4.79 -0.57 3.02
C 4.03 -1.40 3.79
O 4.34 -2.57 4.14
O 2.86 -0.78 3.97
C 1.82 -1.48 4.53
H 6.60 -0.04 2.22
H 6.12 -1.72 2.18
H 6.65 -1.08 3.70
H 2.03 -1.45 5.60
H 1.76 -2.49 4.13
H 0.89 -0.93 4.41
C -1.66 4.16 -6.38
O -1.05 3.24 -5.43
C -0.88 1.93 -5.78
O -1.09 1.42 -6.91
O -0.54 1.14 -4.68
C -0.07 1.68 -3.48
H -2.05 5.01 -5.83
H -2.37 3.63 -7.01
H -0.79 4.53 -6.94
H 0.64 0.99 -3.03
H -0.75 2.02 -2.70
H 0.55 2.54 -3.70
C -2.08 -8.88 -1.92
O -1.82 -7.53 -2.06
C -1.78 -6.79 -0.94
O -2.11 -7.19 0.21
O -1.36 -5.58 -1.27
C -1.13 -4.60 -0.28
H -2.15 -9.46 -2.84
H -3.03 -9.02 -1.40
H -1.39 -9.37 -1.23
H -1.14 -4.90 0.77
H -1.92 -3.85 -0.28
H -0.27 -4.03 -0.64
C 3.25 2.20 -1.64
O 3.46 1.30 -2.74
C 3.54 1.79 -3.96
O 3.36 2.97 -4.27
O 3.88 0.76 -4.71
C 3.96 0.85 -6.11
H 3.54 1.76 -0.69
H 2.20 2.45 -1.52
H 3.79 3.14 -1.78
H 2.99 0.68 -6.59
H 4.53 0.00 -6.50
H 4.31 1.85 -6.37
C 2.90 4.24 3.45
C 2.21 4.04 4.75
O 1.43 4.83 5.24
N 2.52 2.84 5.27
C 1.93 2.38 6.49
H 2.42 5.03 2.88
H 3.14 3.41 2.78
H 3.82 4.70 3.81
H 3.38 2.42 4.96
H 2.75 1.83 6.95
H 1.04 1.77 6.34
H 1.77 3.29 7.07
C -3.08 -1.29 -7.20
C -2.96 -2.10 -5.91
O -3.47 -3.18 -5.66
N -2.17 -1.57 -4.97
C -2.03 -2.09 -3.62
H -3.52 -0.32 -6.96
H -3.78 -1.70 -7.93
H -2.18 -1.12 -7.79
H -1.63 -0.75 -5.23
H -1.74 -3.13 -3.75
H -2.96 -1.89 -3.09
H -1.22 -1.62 -3.05
C 4.90 -1.83 -0.76
C 4.09 -2.73 0.12
O 4.65 -3.61 0.78
N 2.75 -2.62 0.04
C 1.91 -3.46 0.91
H 4.36 -1.56 -1.67
H 5.72 -2.45 -1.13
H 5.32 -0.96 -0.26
H 2.31 -2.07 -0.69
H 0.96 -2.95 1.08
H 2.35 -3.66 1.88
H 1.82 -4.39 0.36
O -6.06 0.21 1.93
C -4.85 0.04 1.66
N -3.94 0.57 2.44
C -4.34 -0.87 0.55
H -4.18 0.98 3.33
H -3.03 0.75 2.03
H -5.18 -1.33 0.04
H -3.69 -1.67 0.90
H -3.72 -0.26 -0.10
O -1.05 4.80 4.51
C -1.53 3.95 3.76
N -0.88 2.92 3.35
C -2.89 4.18 3.01
H -1.18 2.50 2.48
H 0.02 2.63 3.70
H -3.57 4.31 3.85
H -3.18 3.29 2.45
H -2.89 5.04 2.33
O -5.65 2.52 -1.40
C -4.43 2.35 -1.35
N -3.78 2.64 -0.29
C -3.71 1.79 -2.50
H -4.25 3.15 0.45
H -2.92 2.18 -0.02
H -3.29 2.69 -2.95
H -4.48 1.32 -3.11
H -2.87 1.11 -2.42
O 2.29 4.50 0.00
C 1.19 5.02 0.29
N 0.11 4.28 0.44
C 1.07 6.53 0.20
H 0.10 3.27 0.38
H -0.73 4.70 0.82
H 2.01 7.01 0.46
H 0.16 6.98 0.61
H 0.94 6.82 -0.85
```